# C27H29B4Cl2F32NO8

A molecular structure, C27H29B4Cl2F32NO8 in a non-equilibrium geometry (wB97M-V/def2-TZVPD, the OMol25 dataset).

Structure (XYZ):
```
103
Properties=species:S:1:pos:R:3:forces:R:3
C -0.4347 -3.3285 -1.1151 1.479 -0.289 0.608
B 0.8102 -3.2729 -0.1480 -0.590 -0.174 -0.354
O 0.9564 -4.2555 0.8289 0.079 0.470 0.050
B 1.9849 -2.0279 -0.2465 0.248 -1.171 -0.635
O 3.1444 -2.1792 0.4912 -0.831 0.854 0.465
B 3.6510 -0.9397 0.8916 1.987 -1.580 -0.176
N 4.0251 -0.5839 2.2291 0.314 0.881 -1.852
C 3.0936 -0.5394 3.0701 -0.778 0.241 1.564
C 3.0517 0.6185 4.0289 0.645 -0.749 0.493
C 2.0125 -1.5850 3.2586 -0.160 0.150 -0.401
O 3.8085 -0.0237 -0.1537 -0.624 0.461 0.957
B 2.5561 0.1669 -0.6824 0.822 1.024 -1.115
C 2.0523 1.6727 -0.7918 1.749 -2.005 -1.922
Cl 2.7261 2.6920 -2.0397 0.223 -0.108 0.213
C 1.1720 2.1139 0.0281 -2.007 1.687 1.076
C 0.6419 3.5034 0.0659 0.179 -0.011 1.107
Cl 0.5037 1.0188 1.2131 -0.012 -0.002 0.103
O 1.7932 -0.8974 -1.0560 -0.317 -0.084 0.803
H -1.1891 -2.6717 -0.6844 -0.312 0.105 -0.266
H -0.7596 -4.3571 -1.1531 -0.454 -0.116 -0.088
H -0.1151 -3.0135 -2.0999 -0.334 0.409 -0.171
H 0.4608 -4.0386 1.6235 -0.082 -0.353 0.164
H 3.9410 1.2160 3.8936 0.101 0.218 -0.129
H 3.0368 0.2698 5.0601 -0.147 -0.024 0.192
H 2.1703 1.2289 3.8849 -0.306 -0.024 -0.225
H 1.6253 -1.5533 4.2682 -0.025 0.005 0.245
H 2.4031 -2.5674 3.0306 0.083 -0.213 -0.026
H 1.1675 -1.4152 2.5940 -0.149 0.098 -0.118
H 1.2526 4.1522 -0.5414 -0.126 0.142 -0.390
H 0.7467 3.8626 1.0886 -0.091 0.115 0.166
H -0.4133 3.5610 -0.1688 -0.177 -0.022 -0.301
C -2.0473 -1.7268 -6.2127 0.299 0.322 -0.625
C -1.3962 -2.4353 -5.0168 -0.420 0.626 0.119
C -1.5240 -3.9555 -4.9414 0.231 -0.340 0.145
F -2.8106 -4.3513 -4.8413 0.228 0.022 0.050
F -0.8742 -4.3712 -3.8290 -0.038 -0.146 -0.189
F -1.8501 -1.8745 -3.8743 0.026 -0.130 0.044
F -0.0625 -2.1610 -5.0818 0.107 -0.315 -0.172
O -3.3207 -1.1449 -5.9856 -0.144 -0.507 0.469
C -4.4411 -1.9313 -6.1112 0.617 0.259 -0.629
C -5.1969 -2.0467 -4.7881 -0.288 -0.016 0.401
F -4.4173 -2.5984 -3.8353 -0.084 0.080 -0.075
F -6.2783 -2.8452 -4.9455 0.008 0.035 -0.141
F -4.1316 -3.1368 -6.6233 -0.356 -0.051 0.056
F -5.2488 -1.3219 -7.0057 -0.267 -0.021 0.123
H -1.4055 -0.8825 -6.4361 0.020 0.075 0.135
H -2.0361 -2.3373 -7.1156 -0.095 -0.253 0.174
H -1.0706 -4.4389 -5.8116 -0.007 0.090 -0.025
H -5.5242 -1.0627 -4.4462 0.028 0.043 -0.119
C 0.3028 2.6967 -4.4895 0.030 -0.360 0.605
C 0.0448 1.8868 -5.7717 -0.471 0.630 0.264
C 1.1984 1.8151 -6.7699 0.236 -0.291 -0.368
F 1.5242 3.0358 -7.2387 -0.034 -0.283 -0.040
F 0.8240 1.0571 -7.8332 -0.083 -0.018 0.132
F -1.0753 2.3433 -6.3718 0.047 -0.085 -0.164
F -0.2193 0.6077 -5.3784 0.356 -0.029 0.035
O -0.1931 4.0231 -4.4666 0.076 0.080 -0.705
C 0.5799 5.0268 -5.0054 0.182 -0.524 0.734
C -0.1075 5.6855 -6.1999 -0.233 0.273 -0.379
F -0.3412 4.7818 -7.1727 -0.024 0.106 0.110
F 0.6929 6.6469 -6.7138 0.070 0.000 0.141
F 1.8088 4.5752 -5.3157 0.036 0.373 -0.046
F 0.7378 5.9580 -4.0404 -0.049 0.253 -0.117
H -0.2558 2.1900 -3.7040 -0.122 -0.046 -0.079
H 1.3452 2.6477 -4.1750 -0.063 0.005 -0.310
H 2.0804 1.3553 -6.3152 -0.042 0.026 0.063
H -1.0578 6.1316 -5.8994 0.039 -0.015 0.114
C 5.6231 4.6744 8.4626 0.441 0.625 0.145
C 5.3255 3.5597 9.4786 -0.540 0.384 -0.114
C 5.7640 2.1495 9.0849 0.147 -0.484 0.192
F 5.1331 1.7288 7.9682 0.123 -0.051 0.257
F 5.4471 1.2859 10.0795 0.001 0.148 0.020
F 4.0113 3.5767 9.7875 0.040 -0.139 0.004
F 5.9970 3.8797 10.6201 0.288 -0.142 -0.087
O 4.5548 5.0647 7.6182 -0.229 -0.659 0.035
C 4.3354 4.3527 6.4615 0.715 0.495 0.166
C 2.9685 3.6724 6.4713 -0.569 -0.191 -0.007
F 2.8651 2.8120 7.5033 0.005 0.100 -0.095
F 2.8036 2.9624 5.3292 0.109 0.370 0.109
F 5.3323 3.4771 6.2369 -0.209 -0.003 -0.338
F 4.3587 5.2412 5.4451 -0.231 -0.079 -0.145
H 5.8334 5.5638 9.0538 -0.139 -0.025 0.121
H 6.5359 4.4829 7.8992 -0.072 -0.261 -0.026
H 6.8454 2.1065 8.9260 -0.019 0.077 -0.027
H 2.1672 4.4095 6.5543 0.107 0.109 -0.047
C -6.0268 -4.1187 0.3431 -0.367 -0.151 -0.676
C -6.7287 -3.7455 1.6588 0.264 -0.630 0.007
C -6.3666 -2.3868 2.2571 -0.173 0.391 0.323
F -5.0560 -2.3181 2.5735 -0.288 0.076 0.051
F -7.0698 -2.1956 3.3997 -0.035 -0.100 -0.101
F -6.5322 -4.7274 2.5643 0.001 0.128 0.083
F -8.0658 -3.7197 1.3975 -0.011 0.319 -0.100
O -4.8995 -4.9687 0.4446 0.130 0.253 0.706
C -3.6692 -4.4072 0.7007 -0.523 0.147 -0.907
C -3.0920 -4.8835 2.0321 0.153 -0.214 0.423
F -3.9071 -4.5544 3.0520 0.109 -0.063 -0.088
F -1.8947 -4.2814 2.2529 -0.007 0.051 -0.144
F -3.7361 -3.0621 0.6290 0.435 -0.072 0.070
F -2.8472 -4.8083 -0.2871 0.074 -0.186 0.251
H -6.7505 -4.7034 -0.2220 -0.057 -0.099 0.140
H -5.8209 -3.2446 -0.2745 0.078 0.128 0.212
H -6.6131 -1.5769 1.5644 0.022 -0.062 -0.053
H -2.9542 -5.9662 2.0277 0.024 0.013 -0.128
```
Forces are in eV/Å.

E_LUMO ... 0.2 eV
Charge ... 0



# C5H9N3O

A single C5H9N3O molecule in a non-equilibrium geometry (wB97M-V/def2-TZVPD, the OMol25 dataset).

Structure (XYZ):
```
18
Properties=species:S:1:pos:R:3:forces:R:3
C 0.0783 -0.3812 1.3155 -0.743 2.224 -2.328
C 1.3428 0.2732 0.7512 0.409 0.907 1.415
C 0.9907 1.4629 -0.1319 0.051 -0.213 0.009
C 1.3596 0.1432 -0.7083 1.111 0.297 -1.459
C -0.6935 -0.5401 -0.0350 -0.244 -1.320 1.555
H -0.9204 1.3596 1.9211 0.144 -0.062 -0.439
H -0.1627 0.5148 3.0661 -0.168 0.067 0.410
H 0.2307 -1.3129 1.7621 0.431 -1.543 0.610
H 2.2518 0.3786 1.3650 -0.478 -0.419 -0.492
H 1.6878 2.2309 -0.3236 0.568 0.936 0.364
H -0.0659 1.7095 -0.1859 0.223 0.245 -0.191
H 2.2848 -0.0159 -1.3035 -0.919 0.085 0.503
H -1.2993 -0.3666 -2.0505 -0.118 -0.089 -0.448
H -2.4726 -0.7549 0.6118 0.121 0.378 -0.084
N -0.7135 0.4176 2.2264 0.086 -0.350 0.677
N 0.2070 -0.5857 -1.0452 -0.536 -1.570 -0.248
N -1.9417 -0.6417 -0.2492 -0.023 -0.066 -0.156
O -0.3580 -0.4777 -2.3169 0.085 0.493 0.302
```
Forces are in eV/Å.

E_LUMO ... 0.9 eV
Energy above the lowest of the compared OMol25 structures with the same formula, charge and spin ... 326.08 kJ/mol
Structure (SMILES) ... [H]/N=C1\[C@H](N)[C@@H]2C[C@@H]2N1O
Charge ... 0



# C2H8N2S

2 unconnected molecules or ions with the total composition C2H8N2S (wB97M-V/def2-TZVPD, the OMol25 dataset).

Structure (XYZ):
```
13
Properties=species:S:1:pos:R:3:forces:R:3
S 1.0689 -2.2944 0.9978 0.145 -0.093 -0.061
H 1.8699 -2.5366 2.0373 -0.005 -0.014 0.115
C -1.2367 0.1528 -1.6127 -0.656 0.296 0.396
N -0.4137 -0.0110 -0.4332 0.164 -0.392 0.342
C 0.0538 0.9627 0.2960 0.659 0.387 -0.395
N 0.8576 0.7733 1.3132 0.053 -0.054 0.065
H -2.2863 0.2331 -1.3147 0.035 0.034 -0.121
H -1.1585 -0.7134 -2.2544 0.289 -0.103 -0.090
H -0.9575 1.0550 -2.1525 0.068 -0.048 -0.084
H -0.1444 -0.9473 -0.0870 -0.111 0.102 -0.159
H -0.1407 1.9840 -0.0218 -0.229 -0.033 0.084
H 1.1928 -0.2205 1.4709 -0.272 -0.041 -0.039
H 1.2948 1.5621 1.7613 -0.140 -0.040 -0.053
```
Forces are in eV/Å.

E_LUMO ... 0.3 eV
Energy above the lowest of the compared OMol25 structures with the same formula, charge and spin ... 38.58 kJ/mol
Charge ... 0



# C7H13N

2 unconnected molecules or ions with the total composition C7H13N in a non-equilibrium geometry (wB97M-V/def2-TZVPD, the OMol25 dataset).

Structure (XYZ):
```
21
Properties=species:S:1:pos:R:3:forces:R:3
C 0.9364 0.8801 -1.8310 -0.879 0.481 0.207
C -0.5388 0.4989 -1.6692 -0.074 0.073 1.995
C -0.8298 0.2200 -0.1588 3.499 -1.070 -0.808
C -2.0734 0.1169 0.4400 -1.585 2.323 1.135
N -3.1281 0.1800 -0.4016 0.632 -2.118 -0.595
C 0.2220 -0.0809 0.7674 -2.901 0.411 -0.604
C 1.4757 -0.7607 0.7881 1.892 -0.852 -0.044
C 2.3456 -1.3859 -0.0443 -0.748 -0.124 0.698
H 1.5130 0.0607 -1.4242 0.469 0.142 -1.036
H 1.2254 1.7378 -1.2032 -0.454 -0.146 -0.026
H 1.0953 1.2108 -2.8526 0.579 -0.519 -0.207
H -0.8251 -0.3943 -2.2388 0.137 0.227 -0.247
H -1.1934 1.3322 -1.9325 -0.037 -0.140 -0.277
H -0.4108 0.0812 5.0909 0.035 0.057 -0.019
H -4.0786 0.0811 -0.0771 0.184 0.083 0.587
H -3.0103 -0.4099 -1.2356 -0.189 0.846 -0.355
H -0.0141 0.7055 5.0172 -0.032 -0.056 0.011
H -0.0428 0.2807 1.7580 -0.381 -0.707 0.058
H 1.8663 -0.9377 1.7908 -0.159 1.071 0.205
H 3.2907 -1.6054 0.4354 0.003 -0.551 -0.223
H 2.1749 -1.8108 -1.0190 0.011 0.571 -0.455
```
Forces are in eV/Å.

E_LUMO ... -0.7 eV
Energy above the lowest of the compared OMol25 structures with the same formula, charge and spin ... 549.07 kJ/mol
Charge ... 0



| no. | E_HOMO (eV) | DFT total energy (a.u.) | HOMO-LUMO gap (eV) |
| --- | --- | --- | --- |
| 1 | -8.94 | -5918.71761 | 9.1619 |
| 2 | -8.52 | -435.33352 | 9.4160 |
| 3 | -7.08 | -588.66519 | 7.4238 |
| 4 | -7.50 | -329.06233 | 6.7816 |